# C10H16

A cluster of 2 separate species, C10H16 in total in a non-equilibrium geometry (ωB97M-V/def2-TZVPD, OMol25).

As for the charge: -1. Its LUMO energy (alpha / beta) is 3.58 / 3.54 eV. The total energy comes out at -390.55003 hartree. The value obtained for the relative energy (zero: lowest compared OMol25 entry of this formula, charge and spin) is 87.1 kJ/mol. Its expectation value of S² is 0.762. For the highest occupied orbital energy (alpha / beta), the calculation gives 0.90 / -3.21 eV. The spin multiplicity is 2.

Each line ends with the natural charge from an NBO analysis.
Positions of all 26 atoms, in Å:
C 1.66952 -1.04699 -2.35735  -0.60
C 1.54334 0.19184 1.96755  -0.32
C 0.55021 0.03329 0.90740  -0.44
C 0.21855 1.95546 3.00222  -0.43
C -0.74690 1.80512 1.94847  -0.32
C 1.26375 1.00282 3.03390  -0.23
C 0.49506 -0.77368 -3.31877  -0.61
C -1.90569 -1.02507 -0.27280  -0.60
C -0.63118 0.79415 0.99643  -0.03
C -1.95523 0.39134 0.33797  -0.41
H -2.80279 0.52022 1.00764  0.19
H -0.96356 -1.03773 -0.81549  0.20
H 2.24714 -1.90979 -2.70335  0.18
H 2.30657 -0.17222 -2.37212  0.21
H 0.75544 -0.19958 -4.21122  0.19
H -1.82832 -1.80184 0.49330  0.20
H 0.18170 2.72200 3.76387  0.17
H -0.28967 -0.20551 -2.82009  0.21
H -2.07803 1.02741 -0.55196  0.18
H 1.28782 -1.33939 -1.41265  0.22
H -2.69279 -1.32259 -0.95125  0.18
H 0.12594 -1.74071 -3.65862  0.19
H 0.72145 -0.59519 0.05701  0.16
H -1.71930 2.29259 2.03249  0.16
H 2.40946 -0.46506 1.95176  0.17
H 1.83751 0.89913 3.94565  0.17

---

# C7H39NO13

A cluster of 14 separate species, C7H39NO13 in total in a non-equilibrium geometry (ωB97M-V/def2-TZVPD, OMol25).

As for the charge: 0. Its LUMO energy is -0.15 eV. The total energy comes out at -1322.81142 hartree. The value obtained for the relative energy (zero: lowest compared OMol25 entry of this formula, charge and spin) is 640.3 kJ/mol. For the highest occupied orbital energy, the calculation gives -8.62 eV.

Each line ends with the natural charge from an NBO analysis.
Positions of all 60 atoms, in Å:
O 3.13275 -2.02428 2.20210  -0.95
O 0.79739 3.52490 1.95176  -0.98
O 1.46295 -0.83893 4.50825  -0.92
O 1.83869 0.42334 1.33226  -1.01
O -3.78919 0.63692 -1.55936  -0.96
O 1.56570 3.13157 -0.85610  -0.99
O -0.40017 4.82899 -0.01868  -0.97
O -2.75631 2.76076 -0.67634  -0.95
O -4.48784 0.99786 1.07509  -0.95
O -1.76322 2.31699 1.87352  -0.97
O 5.06244 1.01186 0.92606  -0.91
O 3.59358 -1.35048 -1.13753  -0.98
O 3.78324 1.37048 -1.75484  -0.95
N -0.73724 -0.44634 0.50602  -0.87
C -1.09025 -4.56771 -0.13264  -0.62
C -0.20895 -2.74499 -3.21505  -0.39
C -1.32887 -2.88860 -2.52182  -0.21
C -0.57134 0.01591 -1.89752  -0.66
C -1.00579 -0.99285 -0.85415  0.17
C -1.92844 -3.21276 -0.16507  -0.42
C -1.31624 -2.22666 -1.18450  -0.10
H -0.95103 0.50084 0.60209  0.39
H -0.17710 4.25120 0.77140  0.49
H -1.71033 -5.28926 0.43888  0.21
H -1.03303 -0.78900 1.36676  0.39
H 3.25274 -1.97457 -1.85882  0.49
H 0.27608 3.15997 2.72305  0.50
H -4.05057 1.75322 1.46195  0.45
H 0.93240 0.10815 1.00336  0.49
H -0.02608 -3.44830 -4.09902  0.19
H 1.30503 2.82676 1.46328  0.52
H 1.48940 2.91785 -1.75397  0.48
H 2.94929 -2.06411 3.09804  0.46
H -4.35450 1.25991 0.10862  0.47
H 2.98300 1.64319 -1.30580  0.47
H -1.10248 -4.98009 -1.15742  0.20
H 2.09766 -0.42965 1.65073  0.47
H 0.80303 3.54424 -0.46341  0.50
H -2.26610 2.21398 -1.29392  0.48
H 1.78756 -1.36445 3.72171  0.44
H 3.10240 -1.51014 -0.25222  0.49
H -0.71389 -0.46432 -2.87802  0.24
H 3.99240 0.58195 -1.31846  0.48
H 4.08313 -1.86567 2.06334  0.50
H -1.77877 -2.92843 0.97588  0.21
H -3.45420 0.10779 -0.84019  0.50
H -2.20626 -3.53279 -2.56285  0.23
H 4.94976 0.02002 0.92989  0.44
H 0.04221 5.58104 0.40993  0.47
H -4.78783 0.78379 -1.47421  0.48
H -2.29144 1.86530 2.59284  0.47
H 0.67661 -2.09556 -3.24379  0.22
H 0.47122 0.15880 -1.75628  0.23
H -2.40668 2.43450 1.16618  0.49
H -0.02304 -4.55103 0.19167  0.22
H 4.13882 1.18679 0.78580  0.48
H -1.16047 0.94170 -2.12594  0.20
H 1.64896 0.05682 4.29656  0.48
H -3.35007 3.07097 -1.39583  0.48
H -2.99076 -3.40742 -0.44319  0.22